1.
Density functional theory data (the ωB97M-V functional and the def2-TZVPD basis) for a molecular structure, C2H5NO2 at a distorted geometry.

CARTESIAN COORDINATES (ANGSTROEM)
C  -1.04  -0.13  -0.41
C  1.58  -0.14  0.25
N  -2.25  0.52  -0.11
O  -1.83  -0.70  0.51
O  0.39  0.61  0.38
H  -0.78  -0.62  -1.42
H  1.78  -1.06  0.94
H  2.40  0.72  0.21
H  1.70  -0.48  -0.74
H  -1.95  1.30  0.39

Values from the calculation:
energy	-7734.913	eV
net charge	0

2.
Density functional theory data (the ωB97M-V functional and the def2-TZVPD basis) for C3H3N3 in the gas phase at a distorted geometry.

CARTESIAN COORDINATES (ANGSTROEM)
C  -0.48  0.02  -0.74
C  0.96  -0.27  -0.79
N  1.63  -0.35  0.40
N  1.00  -0.12  1.53
N  -0.23  0.46  1.63
C  -1.12  0.33  0.44
H  -1.17  -0.23  -1.55
H  1.43  -0.56  -1.68
H  -2.02  0.72  0.75

Values from the calculation:
energy	-7626.397	eV
structure (SMILES)	c1cnnnc1
net charge	0

3.
Density functional theory data (the ωB97M-V functional and the def2-TZVPD basis) for a molecular structure, CH2BrFO2S at a distorted geometry.

CARTESIAN COORDINATES (ANGSTROEM)
C  1.17  -0.45  0.10
O  -0.86  1.41  -1.32
O  -1.36  1.31  1.11
F  1.11  -0.97  1.32
S  -0.91  0.69  -0.09
Br  -2.15  -1.16  -0.48
H  1.12  -1.19  -0.68
H  1.88  0.36  0.04

Values from the calculation:
energy	-88757.313	eV
net charge	0

4.
Density functional theory data (the ωB97M-V functional and the def2-TZVPD basis) for C4H6N2O in the gas phase at a distorted geometry.

CARTESIAN COORDINATES (ANGSTROEM)
N  -0.09  -1.87  0.90
C  -0.32  -0.82  0.04
C  -0.51  0.77  0.22
O  -1.66  1.35  0.62
C  0.70  1.40  0.21
C  0.73  0.69  -1.10
N  0.54  -0.68  -1.03
H  -0.85  -2.02  1.55
H  0.81  -1.96  1.37
H  -2.38  0.81  0.24
H  0.91  2.46  0.34
H  0.92  1.24  -2.02
H  1.20  -1.38  -1.36

Values from the calculation:
energy	-9267.305	eV
net charge	0

5.
Density functional theory data (the ωB97M-V functional and the def2-TZVPD basis) for a molecular structure, C20H27NOZr at a distorted geometry.

CARTESIAN COORDINATES (ANGSTROEM)
C  0.13  -1.17  -3.83
C  -1.20  -1.25  -3.30
C  -1.14  -2.00  -2.08
C  0.24  -2.34  -1.84
C  1.03  -1.79  -2.90
Zr  0.04  0.06  -1.63
C  -0.91  1.77  -2.84
C  0.49  1.98  -3.36
C  0.82  2.67  -4.51
N  1.45  1.33  -2.58
H  -1.99  -2.35  -1.50
H  -2.11  -0.90  -3.79
H  0.61  -3.00  -1.04
H  2.11  -1.92  -3.03
H  0.41  -0.78  -4.82
H  -1.61  1.48  -3.63
H  2.43  1.52  -2.79
H  -1.28  2.68  -2.33
H  0.02  3.07  -5.12
H  1.87  2.76  -4.81
C  0.76  2.85  0.30
C  -0.45  2.51  1.19
C  -1.77  2.36  0.43
C  -0.20  1.35  2.15
C  -0.22  1.55  3.53
C  -0.05  0.48  4.41
C  0.14  -0.80  3.92
C  0.16  -1.04  2.55
C  0.33  -2.48  2.06
C  1.65  -3.07  2.57
C  -0.82  -3.35  2.57
C  0.01  0.05  1.66
O  0.05  -0.14  0.33
H  1.15  2.00  -0.29
H  1.58  3.18  0.95
H  0.52  3.67  -0.39
H  -0.58  3.39  1.84
H  -1.85  1.45  -0.18
H  -2.59  2.30  1.16
H  -1.96  3.23  -0.21
H  -0.38  2.56  3.92
H  -0.08  0.65  5.48
H  0.26  -1.65  4.61
H  0.33  -2.48  0.97
H  1.68  -3.05  3.67
H  1.74  -4.11  2.24
H  2.51  -2.51  2.20
H  -1.78  -2.99  2.21
H  -0.68  -4.38  2.24
H  -0.84  -3.34  3.67

Values from the calculation:
energy	-25996.666	eV
net charge	0

6.
Density functional theory data (the ωB97M-V functional and the def2-TZVPD basis) for a molecular structure, C6H12EuFN2O5S2 at a distorted geometry.

CARTESIAN COORDINATES (ANGSTROEM)
C  2.61  -0.94  1.62
C  2.96  -0.27  0.26
N  1.91  0.56  -0.34
C  0.76  -0.18  -0.83
C  -0.33  -0.52  0.22
S  -1.79  -1.19  -0.69
O  -1.28  -1.88  -1.98
O  -2.38  -2.24  0.08
N  -2.86  0.05  -1.04
S  -4.14  0.07  0.05
O  -3.74  -0.06  1.39
O  -5.11  -0.86  -0.39
F  -4.77  1.54  -0.09
C  1.58  1.68  0.42
C  0.48  2.60  -0.16
O  2.09  1.99  1.41
H  1.67  -0.58  2.05
H  2.62  -2.03  1.50
H  3.39  -0.71  2.35
H  3.19  -1.05  -0.47
H  3.87  0.32  0.35
H  0.32  0.40  -1.65
H  1.16  -1.08  -1.31
H  0.01  -1.36  0.83
H  -0.68  0.32  0.80
H  0.79  2.86  -1.18
H  0.47  3.53  0.40
H  -0.50  2.12  -0.22
Eu  -2.30  -3.08  -3.38

Values from the calculation:
spin multiplicity	8
energy	-63341.858	eV
net charge	+1

7.
Density functional theory data (the ωB97M-V functional and the def2-TZVPD basis) for a gas-phase ion, C4H10N3 (charge +1) at a distorted geometry.

CARTESIAN COORDINATES (ANGSTROEM)
C  -1.49  0.81  0.64
C  0.94  1.06  0.74
C  -2.88  -0.26  -1.03
C  2.70  -0.57  -0.14
N  -0.32  1.29  1.15
N  -1.76  0.42  -0.51
N  1.27  -0.05  -0.07
H  -2.39  0.74  1.32
H  1.17  2.02  0.25
H  1.69  1.12  1.56
H  -3.58  0.33  -1.66
H  -2.39  -1.00  -1.79
H  -3.46  -0.79  -0.31
H  2.67  -1.66  -0.08
H  3.19  -0.22  -1.13
H  3.28  -0.07  0.68
H  0.55  -0.46  -0.65

Values from the calculation:
energy	-8768.869	eV
net charge	+1

8.
Density functional theory data (the ωB97M-V functional and the def2-TZVPD basis) for 11 unconnected molecules or ions with the total composition C32H61F3O17 at a distorted geometry.

CARTESIAN COORDINATES (ANGSTROEM)
O  -1.15  -0.68  2.27
C  -0.69  -0.96  1.17
O  -0.07  -2.14  0.89
C  0.07  -2.10  -0.49
C  0.29  -0.67  -0.78
F  -0.09  -0.57  -2.05
O  -0.67  -0.16  0.03
H  0.93  -2.68  -0.81
H  -0.81  -2.50  -1.00
H  1.31  -0.31  -0.66
O  3.27  -3.43  0.34
C  3.28  -4.27  1.21
O  2.46  -5.27  1.26
C  2.88  -6.27  2.17
C  3.65  -5.41  3.19
F  4.68  -6.03  3.65
O  4.02  -4.26  2.41
H  2.11  -6.92  2.58
H  3.50  -7.03  1.69
H  2.95  -5.07  3.96
O  -3.41  0.38  3.61
C  -4.19  0.87  2.80
O  -4.03  2.07  2.21
C  -5.13  2.38  1.35
C  -5.62  0.99  1.05
F  -4.98  0.43  0.03
O  -5.23  0.29  2.21
H  -5.86  3.04  1.82
H  -4.65  2.79  0.46
H  -6.67  1.10  0.80
C  -1.36  -1.59  -4.74
C  -0.18  -2.55  -4.60
C  0.95  -1.85  -5.33
O  0.38  -0.84  -6.12
C  -1.01  -0.85  -6.04
H  -1.37  -0.84  -3.95
H  -2.33  -2.06  -4.56
H  -0.32  -3.50  -5.11
H  0.19  -2.75  -3.59
H  1.56  -2.59  -5.85
H  1.66  -1.42  -4.62
H  -1.31  -1.57  -6.80
H  -1.42  0.15  -6.19
C  -1.55  -3.40  5.93
C  -1.70  -2.83  4.55
C  -0.64  -3.45  3.67
O  0.18  -4.07  4.69
C  -0.61  -4.57  5.80
H  -2.46  -3.78  6.38
H  -1.19  -2.68  6.66
H  -1.51  -1.75  4.57
H  -2.69  -2.90  4.12
H  0.07  -2.84  3.11
H  -1.17  -4.16  3.04
H  0.02  -4.70  6.68
H  -1.12  -5.50  5.57
C  2.84  1.87  3.13
C  2.54  3.06  2.22
C  2.67  2.43  0.79
O  2.55  1.00  1.02
C  2.26  0.70  2.38
H  2.55  2.06  4.16
H  3.91  1.79  3.31
H  3.20  3.92  2.34
H  1.52  3.40  2.40
H  3.63  2.63  0.31
H  1.93  2.73  0.05
H  2.55  -0.28  2.77
H  1.19  0.67  2.53
C  -2.81  3.82  -3.22
C  -2.40  2.42  -3.53
C  -3.21  1.45  -2.65
O  -4.21  2.29  -2.12
C  -3.71  3.64  -2.04
H  -3.39  4.25  -4.04
H  -1.95  4.49  -3.13
H  -1.33  2.30  -3.37
H  -2.61  2.30  -4.60
H  -2.68  0.97  -1.83
H  -3.60  0.67  -3.30
H  -3.36  3.79  -1.02
H  -4.57  4.30  -2.11
C  1.75  3.75  -4.19
C  2.52  2.63  -4.70
C  2.32  1.54  -3.59
O  2.12  2.32  -2.36
C  1.99  3.74  -2.69
H  0.69  3.64  -4.41
H  2.03  4.65  -4.74
H  3.59  2.73  -4.89
H  2.18  2.28  -5.67
H  3.18  0.88  -3.49
H  1.45  0.91  -3.79
H  2.95  4.18  -2.43
H  1.21  4.17  -2.06
C  4.51  -0.84  -1.48
O  3.72  -1.83  -2.03
H  5.24  -0.63  -2.26
H  4.08  0.12  -1.19
H  4.98  -1.04  -0.51
H  3.65  -2.52  -1.36
C  -1.09  2.74  0.49
O  -1.45  4.12  0.54
H  -1.93  2.14  0.85
H  -1.02  2.60  -0.59
H  -0.24  2.38  1.06
H  -1.26  4.48  1.41
C  -0.28  1.63  4.92
O  -1.54  2.16  4.53
H  0.00  0.86  4.20
H  0.54  2.32  5.10
H  -0.44  1.12  5.87
H  -2.13  1.43  4.34

Values from the calculation:
energy	-77127.317	eV
structure (SMILES)	O=C1OC[C@@H](F)O1.O=C1OC[C@@H](F)O1.O=C1OC[C@@H](F)O1.C1CCOC1.C1CCOC1.C1CCOC1.C1CCOC1.C1CCOC1.CO.CO.CO
net charge	0

> What is the formula in the eighth record?

C32H61F3O17

> Number 8 is which compound?

C32H61F3O17